C54H148N22O10P6 | ωB97M-V/def2-TZVPD

Geometry as XYZ:
```
240
Properties=species:S:1:pos:R:3
C -0.371 3.018 4.008
O -0.815 1.924 4.341
N 0.552 3.696 4.696
C 0.948 5.024 4.273
C 0.884 3.290 6.048
H -0.670 3.570 3.104
H 1.914 5.315 4.681
H 0.229 5.753 4.653
H 0.962 5.017 3.187
H 1.668 2.543 6.010
H 1.261 4.104 6.663
H 0.026 2.870 6.573
C 3.525 -5.075 2.276
O 3.275 -5.648 3.330
N 3.238 -3.786 1.974
C 3.435 -3.272 0.634
C 2.672 -2.901 2.953
H 4.048 -5.587 1.447
H 4.200 -3.866 0.135
H 3.889 -2.276 0.692
H 2.511 -3.209 0.058
H 3.336 -2.105 3.293
H 1.758 -2.463 2.548
H 2.385 -3.435 3.858
C 0.086 -0.715 -1.304
O 0.567 -1.832 -1.263
N 0.091 0.152 -0.282
C -0.507 1.474 -0.327
C 0.622 -0.210 1.008
H -0.328 -0.286 -2.236
H -0.738 1.710 -1.365
H 0.245 2.167 0.051
H -1.383 1.562 0.312
H -0.037 0.164 1.790
H 0.689 -1.274 1.217
H 1.620 0.218 1.156
O 5.676 1.114 5.958
P 6.276 0.022 5.196
N 7.917 0.231 4.971
C 8.545 1.493 5.334
C 8.820 -0.903 4.821
N 5.663 -0.056 3.672
C 6.406 -0.402 2.474
C 4.356 0.529 3.454
N 6.092 -1.493 5.814
C 5.827 -2.688 5.043
C 6.501 -1.700 7.189
H 8.885 2.019 4.434
H 9.379 1.343 6.025
H 7.822 2.135 5.833
H 8.279 -1.776 4.471
H 9.340 -1.159 5.756
H 9.602 -0.639 4.100
H 6.470 -1.483 2.312
H 6.009 0.107 1.596
H 7.428 -0.015 2.568
H 3.883 0.756 4.399
H 4.407 1.458 2.873
H 3.664 -0.163 2.962
H 5.106 -3.310 5.589
H 5.338 -2.404 4.117
H 6.708 -3.324 4.898
H 5.636 -1.929 7.816
H 7.047 -0.856 7.611
H 7.209 -2.537 7.261
O 2.714 5.362 -0.728
P 3.137 4.010 -1.126
N 2.565 3.416 -2.567
C 2.986 4.090 -3.790
C 1.227 2.833 -2.647
N 2.700 2.898 0.007
C 2.973 1.471 -0.078
C 2.207 3.440 1.274
N 4.791 3.901 -1.311
C 5.521 5.168 -1.467
C 5.454 2.770 -1.933
H 3.055 5.177 -3.643
H 2.257 3.947 -4.585
H 3.952 3.764 -4.184
H 0.490 3.567 -2.988
H 0.889 2.507 -1.659
H 1.219 1.931 -3.264
H 2.339 0.928 0.621
H 2.767 1.124 -1.094
H 4.021 1.248 0.156
H 1.262 3.969 1.145
H 1.916 2.611 1.932
H 3.008 3.979 1.778
H 5.337 5.585 -2.464
H 5.235 5.867 -0.690
H 6.587 4.949 -1.390
H 5.620 2.982 -3.002
H 4.782 1.918 -1.937
H 6.411 2.573 -1.455
O 4.290 -3.255 -6.275
P 3.139 -3.905 -5.648
N 3.554 -5.006 -4.486
C 4.959 -5.114 -4.088
C 2.620 -5.662 -3.619
N 2.166 -4.776 -6.703
C 2.641 -6.105 -7.049
C 1.792 -4.009 -7.886
N 2.044 -2.851 -5.014
C 0.708 -3.218 -4.540
C 2.501 -1.559 -4.531
H 5.085 -4.541 -3.151
H 5.593 -4.673 -4.848
H 5.245 -6.137 -3.832
H 2.631 -5.225 -2.609
H 2.907 -6.715 -3.517
H 1.617 -5.601 -4.031
H 3.443 -6.035 -7.799
H 2.986 -6.631 -6.167
H 1.832 -6.669 -7.519
H 2.641 -3.713 -8.512
H 1.060 -4.559 -8.480
H 1.290 -3.096 -7.554
H 0.745 -3.172 -3.443
H 0.067 -2.376 -4.835
H 0.338 -4.163 -4.915
H 1.696 -0.820 -4.637
H 3.407 -1.261 -5.051
H 2.697 -1.582 -3.443
O -1.241 -5.878 -4.927
P -2.141 -6.330 -3.865
N -2.326 -5.256 -2.616
C -3.106 -4.067 -2.857
C -1.310 -5.092 -1.607
N -1.546 -7.693 -3.120
C -2.116 -8.199 -1.884
C -0.208 -8.148 -3.470
N -3.668 -6.681 -4.369
C -4.005 -6.500 -5.776
C -4.796 -6.761 -3.441
H -2.477 -3.221 -3.185
H -3.659 -3.696 -1.990
H -3.787 -4.198 -3.700
H -0.508 -4.416 -1.941
H -0.832 -6.033 -1.343
H -1.730 -4.634 -0.708
H -2.537 -7.394 -1.272
H -2.897 -8.944 -2.051
H -1.321 -8.593 -1.247
H 0.593 -7.513 -3.073
H -0.094 -9.193 -3.188
H -0.074 -8.088 -4.552
H -4.621 -5.607 -5.936
H -3.064 -6.339 -6.300
H -4.523 -7.381 -6.152
H -5.709 -6.720 -4.026
H -4.773 -5.976 -2.684
H -4.746 -7.703 -2.890
O -6.084 0.277 2.761
P -4.890 -0.117 3.538
N -3.676 -0.804 2.627
C -3.959 -2.039 1.912
C -2.806 0.080 1.914
N -5.266 -1.300 4.631
C -6.633 -1.428 5.102
C -4.351 -2.329 5.078
N -4.175 1.087 4.399
C -3.385 0.826 5.579
C -4.038 2.415 3.794
H -4.435 -2.748 2.576
H -3.014 -2.436 1.534
H -4.587 -1.818 1.037
H -3.357 0.440 1.019
H -1.961 -0.436 1.467
H -2.566 0.971 2.481
H -7.126 -0.462 5.001
H -7.214 -2.159 4.532
H -6.618 -1.675 6.167
H -4.407 -2.419 6.170
H -4.660 -3.305 4.682
H -3.331 -2.091 4.799
H -2.508 0.205 5.352
H -3.041 1.767 6.005
H -3.946 0.300 6.355
H -2.990 2.724 3.813
H -4.622 3.125 4.389
H -4.427 2.426 2.780
O -1.863 5.813 3.242
P -2.019 6.477 1.936
N -2.236 5.404 0.673
C -2.767 4.070 0.839
C -2.212 5.847 -0.713
N -0.837 7.460 1.352
C 0.427 6.803 0.993
C -0.630 8.752 1.985
N -3.389 7.423 1.944
C -3.706 8.390 0.919
C -4.402 7.188 2.960
H -2.207 3.557 1.617
H -2.724 3.521 -0.100
H -3.829 4.069 1.133
H -2.118 6.923 -0.822
H -3.175 5.572 -1.164
H -1.412 5.356 -1.277
H 0.208 5.762 0.745
H 0.877 7.253 0.111
H 1.139 6.755 1.822
H -0.014 9.363 1.330
H -1.597 9.235 2.136
H -0.210 8.664 2.994
H -4.575 8.119 0.305
H -3.835 9.384 1.357
H -2.880 8.428 0.209
H -3.968 6.926 3.919
H -5.211 6.534 2.626
H -4.863 8.174 3.132
C -5.422 3.384 -3.935
C -4.900 2.393 -2.903
C -5.671 2.661 -1.610
C -5.621 1.461 -0.669
C -6.105 0.198 -1.351
C -5.272 -0.156 -2.572
N -5.167 1.044 -3.401
O -4.396 0.808 -4.572
C -3.867 -0.630 -2.123
C -5.928 -1.252 -3.385
C -3.399 2.642 -2.696
H -5.423 4.403 -3.525
H -6.488 3.251 -4.140
H -4.841 3.386 -4.856
H -5.218 3.489 -1.062
H -6.727 2.825 -1.828
H -6.220 1.680 0.221
H -4.640 1.252 -0.224
H -7.114 0.411 -1.742
H -6.180 -0.613 -0.626
H -3.917 -1.437 -1.387
H -3.367 -0.989 -3.026
H -3.255 0.157 -1.692
H -5.277 -1.706 -4.129
H -6.393 -2.038 -2.779
H -6.827 -0.842 -3.868
H -3.298 3.721 -2.565
H -2.841 2.258 -3.547
H -3.048 2.148 -1.791
H -5.044 0.490 -5.210
```

Calculated values
E_tot = -167396.5850 eV
LUMO = 0.01437 Eh
E_HOMO = -8.1 eV
Kohn-Sham gap = 8.51 eV
SMILES = CN(C)P(=O)(N(C)C)N(C)C.CN(C)P(=O)(N(C)C)N(C)C.CN(C)P(=O)(N(C)C)N(C)C.CN(C)P(=O)(N(C)C)N(C)C.CN(C)P(=O)(N(C)C)N(C)C.CN(C)P(=O)(N(C)C)N(C)C.CC1(C)CCCC(C)(C)N1O.CN(C)C=O.CN(C)C=O.CN(C)C=O